1.
{
  "formula": "C21H49InN7O7",
  "method": "the ωB97M-V functional and the def2-TZVPD basis",
  "energy_ha": -1929.17298,
  "homo_energy_ha": [-0.5194, -0.5170],
  "total_charge": 2,
  "multiplicity": 2,
  "symbols": ["C", "H", "H", "H", "N", "C", "C", "N", "H", "H", "H", "H", "H", "C", "H", "N", "H", "H", "H", "H", "C", "H", "H", "C", "C", "H", "O", "C", "C", "H", "H", "In", "H", "O", "H", "H", "H", "H", "C", "H", "C", "H", "C", "H", "H", "N", "H", "C", "H", "H", "H", "O", "H", "H", "H", "C", "C", "H", "N", "H", "H", "H", "H", "O", "H", "C", "H", "O", "H", "H", "H", "H", "C", "O", "H", "C", "C", "O", "C", "N", "N", "C", "H", "H", "H"],
  "xyz": [[-3.5675, -1.1541, 3.6118], [0.4918, 3.5549, 2.3711], [5.3956, -1.1668, 1.6228], [2.9884, -3.2273, -3.8285], [-3.9647, -2.1473, 1.4080], [-2.6981, 3.0837, 3.4243], [4.4436, -0.9562, 2.1100], [2.9427, -2.5045, -3.1245], [0.1005, 5.7539, 3.4560], [2.5822, -3.4503, 0.7088], [-0.8645, 5.6696, 1.9466], [-1.8824, 2.2382, -3.6498], [4.9075, -2.5971, -3.0588], [-5.4287, -2.2800, 1.5518], [4.6164, -1.3048, 3.1282], [-1.3888, 4.9384, -0.9697], [-3.1291, 2.1747, 3.8437], [-5.7432, -3.1848, 1.0315], [0.4462, 3.8476, -0.9648], [0.9378, -6.0354, -0.7958], [2.5081, 1.8699, -4.1469], [1.4590, -4.2389, -0.9432], [-4.1958, 3.2800, -0.1626], [3.3090, -1.6564, 1.3551], [4.1365, -2.4303, -2.3066], [-1.7597, 5.7671, -1.4121], [-2.2075, -0.8904, 1.7674], [4.1936, -3.9294, 1.9547], [-0.1524, -3.7381, 0.9520], [3.7373, -4.2515, 2.8907], [2.3893, -5.4184, -0.0408], [-0.1303, 0.1625, 0.0361], [0.4511, -5.5107, 1.5612], [2.3109, -1.0844, 0.8883], [0.3864, -0.9471, -4.4171], [4.1627, -3.2838, -1.6291], [-1.2455, 3.9499, -3.7663], [0.4088, 5.2861, 0.1253], [0.0977, 4.8720, -0.8338], [3.0708, 2.4785, -3.4390], [1.8623, -1.7374, -3.0252], [-2.6468, 3.8306, 4.2166], [1.3785, -5.1463, -0.3447], [-1.6013, 5.4658, 3.4893], [-5.6816, -2.3798, 2.6073], [1.1968, 2.3934, -4.3960], [0.1363, -2.6061, -3.8443], [-1.1078, 2.9022, -4.0335], [-0.8140, -4.7255, 2.8709], [-3.9853, -0.1534, 3.7219], [-3.2845, 3.4404, 2.5776], [0.3420, 1.7257, -2.4556], [5.2073, -3.5828, 2.1561], [0.4722, 5.4105, -1.7044], [2.3536, 0.9259, -3.6244], [-2.1129, 3.8112, -0.7085], [-3.5892, 4.0534, -0.6336], [-4.2940, -1.8976, 3.9396], [0.5172, -4.8632, 0.7889], [4.3956, -4.7002, 1.2109], [-3.9443, 4.9361, -0.1017], [-0.5472, -3.0335, 2.8850], [1.4037, -2.3301, -5.0408], [-0.1382, -2.7588, 0.2629], [-3.9534, 4.1558, -1.6558], [-3.2042, -1.3462, 2.1354], [3.1902, 1.7694, -4.9911], [-1.6933, 2.6301, -0.6119], [1.1437, 2.9999, -5.2018], [4.2667, 0.1192, 2.1307], [-0.9810, 2.8485, -5.1147], [-2.0244, -3.6528, 2.1517], [-0.6966, 5.2291, 2.9294], [-1.0840, 1.8057, 2.2448], [-3.7490, -2.1696, 0.4215], [0.2488, 2.3485, -3.5570], [-0.9549, -3.8312, 2.2640], [1.6329, -1.0790, -1.9635], [0.8824, -1.8908, -4.1902], [3.3420, -3.0105, 1.2081], [-0.4183, 3.8947, 2.6474], [-1.2998, 2.8996, 2.7231], [-2.6158, -1.3269, 4.1142], [4.3316, -1.4521, -1.8672], [-5.9979, -1.4605, 1.1130]],
  "lowdin_charge": [0.041, 0.161, 0.088, 0.147, 0.035, 0.053, 0.018, 0.011, 0.105, 0.080, 0.075, 0.092, 0.092, -0.041, 0.089, 0.034, 0.075, 0.091, 0.064, 0.102, -0.034, 0.083, 0.086, -0.476, -0.039, 0.147, 0.013, -0.059, -0.562, 0.094, 0.076, 1.443, 0.144, -0.077, 0.084, 0.077, 0.079, 0.067, -0.036, 0.096, -0.497, 0.075, -0.038, 0.094, 0.078, 0.030, 0.093, 0.035, 0.083, 0.085, 0.084, -0.099, 0.087, 0.089, 0.067, -0.514, -0.006, 0.072, 0.021, 0.082, 0.086, 0.091, 0.085, -0.005, 0.092, -0.636, 0.101, -0.071, 0.161, 0.086, 0.081, 0.070, -0.080, -0.034, 0.145, -0.541, 0.026, -0.072, 0.030, 0.025, 0.030, -0.502, 0.095, 0.099, 0.091]
}

---

2.
{
  "formula": "C21H49N3O2P",
  "method": "the ωB97M-V functional and the def2-TZVPD basis",
  "energy_ha": -1485.40190,
  "homo_energy_ha": [-0.1090, -0.1090],
  "total_charge": -1,
  "multiplicity": 3,
  "symbols": ["H", "H", "C", "H", "C", "C", "H", "H", "H", "C", "H", "H", "O", "H", "H", "H", "H", "H", "N", "H", "C", "C", "N", "C", "C", "C", "H", "H", "C", "P", "H", "H", "H", "H", "H", "H", "H", "N", "H", "H", "H", "H", "H", "H", "C", "H", "C", "C", "H", "C", "H", "H", "H", "H", "H", "H", "O", "H", "C", "H", "C", "H", "H", "H", "H", "C", "H", "H", "C", "H", "H", "C", "H", "C", "H", "C"],
  "xyz": [[4.9412, 0.6418, -5.5627], [0.2188, -3.2541, 0.2931], [4.1613, 0.7832, -7.5543], [-2.7722, -1.9427, -3.3003], [0.3470, 0.7692, 7.6820], [-0.8004, 1.1856, 6.7712], [-2.0857, -3.5260, -1.4320], [1.4446, -1.3441, -2.7741], [0.8525, -2.5426, -3.9011], [0.2676, -2.4865, -0.4831], [-2.6612, 1.2049, 3.2832], [1.6888, -3.5132, -1.7323], [-0.5916, -0.9513, 5.9348], [3.1690, -0.9695, -5.8637], [5.6603, 3.3124, -5.1320], [4.2221, 1.4321, -8.4188], [-3.1915, -1.8980, 5.3700], [-0.4892, -0.3087, 0.9616], [-1.0947, -0.8125, -1.6965], [-0.7906, 2.8245, 3.6958], [-0.6866, -1.3251, -3.0417], [-2.8341, -1.2392, 4.5772], [2.4819, -0.2351, -5.9811], [0.6439, -2.0701, -2.9402], [-1.0773, -1.7638, -0.5491], [-1.2788, 2.3073, 4.5229], [-1.4462, 0.4250, -4.0778], [1.1330, 0.2479, 7.1408], [-1.3081, -0.9903, 0.7410], [4.2947, 3.0536, -5.6747], [0.0997, 2.9914, 6.0430], [3.9219, 2.3931, -4.3754], [-1.3891, -1.6865, 1.5763], [-1.1020, 0.4372, 3.4863], [2.9321, 2.8387, -6.2043], [0.0317, -3.9584, -2.0567], [-2.3301, 2.7578, 7.0734], [-1.4557, -0.0396, 6.2238], [2.0803, 1.2640, -7.3358], [-1.2475, 2.5351, 8.4216], [-2.2312, -0.4099, 0.6901], [2.3746, -0.2830, -8.0596], [-0.2877, -0.5473, -4.9976], [4.6579, 3.7120, -6.9560], [-0.2570, 2.0456, 5.6294], [-2.5090, 1.3529, 8.1301], [4.9168, 1.3708, -6.3658], [-2.2261, -2.7844, -0.6503], [1.0401, -1.7765, -0.1728], [-0.5273, -0.1618, -4.0089], [-0.0067, 0.1204, 8.4850], [-3.1759, -2.2779, -0.8269], [5.9447, 1.5247, -6.6788], [-3.6764, 1.8007, 5.9224], [3.8460, 4.3443, -5.1188], [-1.9958, -1.7241, 4.0822], [-0.4925, 0.2865, -1.3972], [2.6305, 0.4501, -5.2486], [-1.7787, -2.2487, -3.6296], [-2.0670, 2.9784, 4.8759], [-3.7628, 0.7485, 5.6646], [-2.3106, -3.3345, 0.2875], [0.6134, 1.5478, 5.1915], [-1.7690, -2.1933, -4.7167], [-4.1148, 0.2084, 6.5445], [2.7104, 0.3942, -7.2748], [0.2835, 0.5043, -3.7270], [4.6753, -0.1353, -7.8501], [-2.4576, 0.1286, 5.1314], [-3.6301, -1.1217, 3.8429], [-1.6400, -3.2991, -3.3741], [-1.8791, 0.9966, 4.0157], [0.7863, 1.6602, 8.1287], [-1.7856, 2.0030, 7.6382], [-4.5369, 0.6808, 4.9009], [0.6785, -3.1086, -1.8177]],
  "lowdin_charge": [0.034, 0.121, -0.298, 0.084, -0.048, -0.490, 0.056, 0.128, 0.125, -0.133, 0.126, 0.111, -0.018, 0.058, -0.093, 0.085, 0.091, 0.079, -0.099, 0.116, -0.484, -0.043, -0.005, -0.131, -0.496, -0.167, 0.091, 0.079, -0.056, 0.134, 0.125, -0.095, 0.075, 0.117, -0.083, 0.098, 0.065, -0.099, 0.070, 0.080, 0.092, 0.086, 0.075, -0.082, -0.132, 0.086, -0.466, -0.035, 0.127, -0.048, 0.092, 0.089, 0.039, 0.058, -0.117, 0.071, -0.012, 0.040, -0.033, 0.101, -0.034, 0.084, 0.127, 0.082, 0.090, -0.340, 0.080, 0.081, -0.493, 0.087, 0.062, -0.132, 0.085, -0.032, 0.086, -0.174]
}

---

3.
{
  "formula": "C21H49O15P3",
  "method": "the ωB97M-V functional and the def2-TZVPD basis",
  "energy_ha": -2982.39868,
  "homo_energy_ha": -0.3705,
  "smiles": "CCOP(=O)(OCC)OCC.CCOP(=O)(OCC)OCC.CCOP(=O)(OCC)OCC.O=C1OCCO1",
  "relative_energy_kcal_mol": 86.59,
  "symbols": ["H", "H", "H", "C", "H", "H", "H", "C", "C", "H", "H", "C", "H", "H", "H", "C", "O", "H", "H", "H", "O", "H", "H", "H", "C", "C", "O", "H", "C", "H", "C", "H", "C", "O", "H", "H", "H", "C", "H", "H", "H", "H", "C", "H", "C", "O", "H", "O", "O", "H", "P", "O", "O", "H", "H", "C", "H", "C", "C", "H", "O", "C", "O", "O", "H", "H", "H", "H", "H", "C", "C", "H", "P", "H", "C", "C", "H", "H", "O", "H", "H", "H", "H", "P", "H", "O", "H", "O"],
  "xyz": [[1.3133, 6.1521, 0.6428], [-0.1843, 0.6763, 6.0526], [-1.6489, 4.1619, -7.6443], [-1.5148, -4.4206, 6.7299], [2.0379, 6.0135, -7.9634], [-2.4343, -5.1313, 4.8236], [3.2255, 4.7675, -5.5985], [-1.8246, 4.3215, -5.6061], [-1.2278, 0.3819, 6.1648], [-2.9606, -1.7157, 11.5543], [-2.3487, -4.7939, 7.3243], [-0.9990, -5.4567, -0.7286], [-0.6418, -4.6795, 7.3290], [-1.1534, 4.4368, -4.7551], [2.7351, -0.3123, -8.4094], [2.6889, -0.5998, -7.3590], [-1.5599, -2.9871, 6.7008], [-2.8571, 0.0603, 4.9027], [3.5713, 1.1915, -6.2476], [-2.9799, -0.5368, 10.1673], [-1.4580, -0.5361, 7.2944], [3.5703, 6.4460, -7.1849], [2.3487, -2.0036, -1.5387], [-3.7507, 0.1111, -2.3177], [-1.1946, -1.5185, 10.2595], [2.2978, 5.0373, -6.1031], [0.1168, -2.9080, -3.4556], [-1.4355, 0.5272, 4.0098], [2.5294, 6.1775, -7.0043], [-1.2769, -0.3618, -1.6873], [-0.8837, 4.1577, -6.8680], [2.6703, -2.9458, 1.0414], [2.2174, -2.0285, 0.6653], [1.9496, 3.9888, -6.9713], [1.3714, -1.7979, 1.3128], [1.6014, 5.2537, -5.2930], [-2.4713, 3.4440, -5.6086], [-1.7784, -0.0848, 4.8440], [-3.8171, -1.2149, -1.0034], [2.3030, 0.2471, -5.4430], [3.6131, 6.0426, 0.5178], [-0.2242, 5.0238, -6.9239], [2.6706, 0.5987, -6.4071], [-1.6509, -4.9186, -0.0404], [1.5934, -2.0595, -0.7548], [1.1081, 2.6911, -4.7398], [1.9549, 7.0299, -6.6418], [1.7140, 1.4424, -6.8735], [0.6781, -2.0374, 7.5651], [3.3086, 5.0606, -0.9514], [1.0813, 2.7945, -6.2083], [-1.5944, -2.3268, -1.5139], [0.7859, -3.1942, -0.8758], [-2.3177, -0.3328, 11.8774], [0.9315, -1.1935, -0.7647], [-1.4561, -5.0594, 5.2991], [-3.7883, -1.5253, -2.7631], [2.3478, 3.5070, 1.4884], [-1.4888, -6.8968, -1.0499], [-0.7254, -2.3185, 10.8321], [-0.3193, 2.8975, -6.9000], [-1.9155, -1.1064, -2.1625], [3.4105, 3.9515, 0.7850], [-0.8895, -4.7671, -1.8915], [-0.7114, -7.4340, -1.5931], [3.5121, -1.1518, -6.9053], [1.0244, 4.7790, -0.6442], [2.9682, -1.2457, 0.7731], [-0.7930, -4.3988, 4.7405], [-2.4086, -0.9624, 10.9923], [1.5666, 5.1842, 0.2101], [-1.4053, -1.0871, 4.6335], [-0.8165, -1.9269, 7.6752], [0.0090, -5.4128, -0.3163], [-3.4364, -0.8713, -1.9653], [3.0984, 5.1715, 0.1123], [-1.7231, -7.5226, -0.1888], [-1.6571, -1.1851, -3.2185], [1.3598, 4.2744, 1.2964], [-0.3478, -0.8334, 10.2207], [-1.6883, 1.3572, 6.3221], [-2.3168, -6.7612, -1.7458], [1.7184, -1.0802, -7.2351], [-0.3461, -3.2359, -2.0560], [-0.9259, -6.0083, 5.3792], [-1.5316, -2.1862, 9.0992], [-2.3800, 5.2501, -5.7374], [2.2571, 2.4645, 2.2202]],
  "lowdin_charge": [0.134, 0.118, 0.120, -0.248, 0.086, 0.070, 0.121, -0.051, -0.229, 0.070, 0.111, -0.325, 0.109, 0.061, 0.079, -0.051, -0.211, 0.081, 0.124, 0.080, -0.172, 0.083, 0.121, 0.073, -0.322, -0.343, -0.256, 0.081, -0.081, 0.109, -0.287, 0.073, -0.054, -0.190, 0.072, 0.111, 0.080, -0.078, 0.078, 0.117, 0.132, 0.107, -0.327, 0.119, -0.282, -0.225, 0.077, -0.196, -0.261, 0.127, 0.491, -0.202, -0.201, 0.075, 0.106, -0.050, 0.071, -0.568, -0.047, 0.117, -0.138, -0.282, 0.064, -0.184, 0.072, 0.079, 0.141, 0.076, 0.071, -0.061, -0.071, 0.073, 0.447, 0.109, -0.054, -0.106, 0.072, 0.107, 0.079, 0.122, 0.113, 0.075, 0.081, 0.553, 0.070, -0.176, 0.072, 0.065]
}

---

4.
{
  "formula": "C21H50AlAsGeNOPS3Si3",
  "method": "the ωB97M-V functional and the def2-TZVPD basis",
  "energy_ha": -7919.66618,
  "homo_energy_ha": [-0.3452, -0.3600],
  "total_charge": 1,
  "multiplicity": 2,
  "relative_energy_kcal_mol": 30.70,
  "symbols": ["H", "C", "C", "P", "C", "H", "H", "C", "H", "C", "H", "H", "H", "H", "H", "H", "H", "H", "S", "C", "C", "H", "C", "S", "C", "C", "H", "C", "H", "Al", "H", "C", "H", "H", "H", "H", "C", "C", "H", "H", "H", "H", "C", "H", "C", "H", "H", "Si", "Ge", "H", "H", "As", "N", "H", "C", "C", "H", "C", "H", "Si", "H", "H", "H", "H", "H", "O", "H", "H", "H", "H", "H", "H", "Si", "H", "H", "H", "C", "C", "H", "S", "H", "H", "H"],
  "xyz": [[-4.0745, 1.6603, 3.1418], [3.1554, 2.6624, -3.7131], [-0.1568, -3.0026, 1.6731], [0.5297, -1.1472, -2.2319], [1.7302, 2.2027, 1.7263], [-4.0998, -2.2199, 2.2194], [0.5433, -3.5479, -2.5725], [-1.1280, -1.1454, -2.9976], [-0.3356, 1.9355, -2.4106], [-3.2021, 1.4800, -2.1337], [0.0906, -3.1408, -0.8997], [3.7081, 1.3593, -2.0899], [-4.0340, 2.1135, -2.4502], [5.1123, 1.5597, 0.2979], [-2.6961, -4.1534, -0.1934], [1.4755, -0.2076, -4.2853], [-3.5051, -2.6517, -0.6321], [6.2219, -1.6379, -0.7272], [2.5590, 3.2920, 2.6332], [2.0854, 3.2431, -4.3760], [5.0496, 0.7661, 1.0408], [-3.3548, 3.1600, 1.5117], [0.6427, 2.1531, -2.8291], [0.7784, 2.6839, 0.3431], [-4.7794, 0.4675, 0.2452], [1.6154, -1.1208, -3.7075], [5.0196, -2.4832, 1.7881], [3.9952, -2.2109, 1.5315], [-3.2507, -3.7138, 2.6140], [1.1101, 0.4889, -0.3699], [2.2513, 3.8858, -5.2296], [-3.1302, -2.6332, 2.5053], [-1.0483, 0.0002, 5.5020], [-1.5183, 3.0624, 4.5158], [0.6636, -2.4405, 1.2176], [-2.8655, -2.2259, 3.4811], [5.2382, -1.3825, -1.1184], [-2.5359, -3.0891, -0.3821], [3.4546, -1.9234, 2.4258], [1.7828, -3.0309, -1.4065], [-3.6618, 1.0575, 4.7466], [3.5024, -3.0490, 1.0415], [-3.2021, 3.1538, 0.4309], [-1.2652, -2.0292, -3.6207], [2.9030, 1.8369, -2.6322], [4.1737, 2.8417, -4.0275], [-1.2588, 3.3484, 2.7915], [-1.8369, -2.2607, 1.1781], [-1.4252, 0.1568, 0.9446], [-1.8894, -1.1206, -2.2190], [-2.2917, 1.9202, -2.5443], [4.1074, -0.7321, 0.3048], [1.6728, 1.5779, -2.1959], [-5.6610, 1.0158, -0.0960], [-1.0455, 2.6648, 3.6149], [0.7500, -2.8914, -1.7278], [-2.2475, 3.6459, 0.2307], [0.8003, 2.9817, -3.9202], [4.5582, 1.1496, 1.9340], [-1.6714, 0.9177, 3.2801], [-4.8559, 0.3510, 1.3277], [6.0513, 0.4117, 1.2882], [1.3787, -1.9788, -4.3360], [-0.0638, 3.4192, -4.4007], [-0.0553, -4.0537, 1.3928], [2.6811, -0.3731, -0.5520], [-1.2432, -0.2545, -3.6164], [-1.8992, -3.0022, -1.2621], [-3.9928, 3.7543, -0.0239], [-1.1670, -1.3157, 4.3331], [4.7846, -2.2681, -1.5606], [0.2543, -0.2709, 4.3455], [-3.1993, 1.3909, -0.2373], [-4.8109, -0.5276, -0.2036], [0.0326, 2.6703, 3.7795], [2.6573, -1.1799, -3.3914], [-0.8272, -0.2877, 4.4714], [-3.5252, 0.8833, 3.6768], [-0.0269, -2.9341, 2.7557], [1.7013, 0.5054, 2.0752], [-3.9795, -0.0799, 3.4374], [5.3441, -0.6132, -1.8813], [-3.3485, 0.4999, -2.5896]],
  "lowdin_charge": [0.017, -0.022, -0.227, 0.866, -1.699, 0.028, 0.064, -0.242, 0.081, -0.212, -0.001, 0.102, 0.041, 0.056, 0.043, 0.045, 0.027, 0.050, 0.565, -0.028, -0.180, 0.011, -0.166, 0.624, -0.208, -0.219, 0.055, -0.177, 0.041, -0.382, 0.120, -0.209, 0.040, 0.041, -0.016, 0.008, -0.186, -0.216, 0.029, 0.044, 0.040, 0.048, -0.214, 0.065, -0.106, 0.117, 0.016, 0.369, 0.629, 0.009, -0.004, 1.070, -0.071, 0.040, -0.209, -0.228, 0.014, -0.018, 0.009, 0.354, 0.004, 0.056, 0.059, 0.121, 0.037, -0.520, 0.046, -0.021, 0.038, 0.000, 0.044, -0.012, 0.360, 0.019, -0.010, 0.043, -0.220, -0.215, 0.030, 0.545, 0.005, 0.039, 0.013]
}